No. 1
C13H26FInNO6 as an isolated structure at a distorted geometry. Source: the OMol25 dataset; level of theory: wB97M-V/def2-TZVPD.

Properties
HOMO-LUMO gap: 8.0 eV
Total energy: -35563.656 eV

```
! wB97M-V def2-TZVPD RIJCOSX def2/J DEFGRID3
* xyz -1 1
C -0.92050 0.32917 -5.76035
C -2.15266 1.28141 -5.24761
O -3.21392 0.56593 -4.51098
C -3.97610 -0.30257 -5.42509
O -4.88021 0.18908 -6.31751
C -3.80168 -1.93537 -5.41247
C -3.41233 -2.58032 -3.95704
C -4.24009 -1.97201 -2.67974
In -2.64366 -1.39981 -1.12257
F -1.65852 0.34868 -1.83325
N -1.11448 -2.94385 -0.94586
C -0.04542 -2.24902 -0.38321
O 0.94459 -1.58116 0.25850
H -0.86985 0.41174 -6.94867
H -0.99241 -0.79541 -5.41490
H 0.08917 0.77915 -5.31571
H -2.65767 1.73211 -6.23016
H -1.77192 2.14061 -4.51242
H -4.73065 -2.50352 -5.89290
H -2.88506 -2.17401 -6.13849
H -3.69811 -3.73782 -4.01780
H -2.25253 -2.52103 -3.76152
H -4.94313 -1.06896 -2.92296
H -4.91434 -2.83872 -2.22632
H -3.42469 -1.05360 0.48383
C 1.29135 2.83224 2.02162
O 1.63090 1.79437 2.92620
C 2.12030 0.63133 2.25211
C 2.88272 -0.26699 3.22933
O 4.22871 0.17342 3.45450
C 4.36958 1.33113 4.28830
C 4.12817 1.02993 5.76898
O 2.72776 1.00080 6.05094
C 2.44372 0.36736 7.28872
H 0.51903 2.49902 1.32675
H 0.90675 3.67832 2.59683
H 2.17756 3.16230 1.47115
H 2.78043 0.92137 1.42747
H 1.25561 0.09071 1.85507
H 2.97503 -1.25866 2.77381
H 2.34677 -0.39846 4.17139
H 3.74775 2.15383 3.93140
H 5.41258 1.64506 4.17290
H 4.57591 1.81786 6.38307
H 4.58472 0.06592 6.02597
H 2.76331 -0.67822 7.26338
H 1.36293 0.39267 7.44582
H 2.93459 0.89399 8.10947
*
```


No. 2
A 2-piece molecular cluster, C13H26N5O3S overall at a distorted geometry. Source: the OMol25 dataset; level of theory: wB97M-V/def2-TZVPD.

Properties
HOMO-LUMO gap: 9.5 eV
Total energy: -38326.422 eV

```
! wB97M-V def2-TZVPD RIJCOSX def2/J DEFGRID3
* xyz 1 1
O 3.59611 1.19439 -2.26791
O 0.11018 -2.93885 -3.36926
O -1.64156 2.72522 3.28111
S -0.65215 -1.35691 1.80030
C 2.92502 0.19014 -2.12043
C 0.74624 -1.90168 -3.44878
C -0.16606 1.24245 -0.20968
C -1.04597 0.75409 -1.14166
C -2.15276 2.12098 0.20959
N -0.87429 2.08304 0.62712
N 1.53223 -1.62672 -4.49889
N 0.53488 1.06677 3.03678
N 1.62736 0.22072 -2.42742
N -2.28051 1.32256 -0.87014
C 3.55517 -1.07510 -1.57273
C 1.72117 -2.51781 -5.64456
C -2.86793 1.28860 4.74792
C -0.73183 -0.93833 3.60122
C -1.89855 1.34073 3.56669
C -0.58329 0.57348 3.86496
C -0.78122 -0.27961 -2.22566
C 0.64500 -0.87116 -2.30494
H -1.20515 3.14545 4.04724
H -0.81654 -2.70047 1.85412
H 0.87246 0.96305 -0.08773
H -2.95766 2.62899 0.73679
H -0.56594 2.39778 1.55786
H 2.03181 -0.75119 -4.49787
H 0.63732 0.45467 2.22434
H 1.40409 1.07319 3.57580
H 1.30874 1.10852 -2.78900
H -3.14394 1.11546 -1.35963
H 3.08891 -1.34273 -0.62675
H 3.44855 -1.88797 -2.28850
H 4.61740 -0.89172 -1.40737
H 2.51348 -2.14073 -6.29375
H 0.79462 -2.59144 -6.21809
H 1.99347 -3.51765 -5.29871
H -3.14596 0.25582 4.97764
H -3.78172 1.84088 4.50664
H -2.41860 1.73463 5.64069
H -1.67470 -1.30112 4.02270
H 0.07991 -1.46372 4.11553
H -2.38532 0.88691 2.69847
H -0.33698 0.72669 4.92310
H -1.02426 0.17132 -3.18996
H -1.47996 -1.10587 -2.07395
H 0.82876 -1.42580 -1.38325
*
```